*A*
DFT (ωB97M-V/def2-TZVPD) results for 2 unconnected molecules or ions with the total composition C2H6O3P.

Computed properties:
Charge = -1
Highest occupied orbital energy (alpha / beta) = -3.4670 / -3.4680 eV
Gap between HOMO and LUMO (alpha / beta) = 7.52 / 7.52 eV

Element x y z (Å)
C (1.371, -0.512, -0.533)
C (0.229, 0.436, -0.171)
O (-1.881, -1.433, -0.503)
O (-2.246, 0.990, 0.316)
O (0.070, 1.668, -0.614)
P (-1.423, -0.286, 0.312)
H (1.733, -1.053, 0.246)
H (0.920, -1.075, -1.384)
H (2.215, -0.037, -0.809)
H (1.054, 0.467, 1.890)
H (-0.930, 1.648, -0.280)
H (-1.113, -0.814, 1.530)

Atom charges from the Mulliken analysis, given in e for atoms 1 to 5:
1 C -1.18
2 C -0.11
3 O -0.71
4 O -0.75
5 O -0.36

***

*B*
DFT (ωB97M-V/def2-TZVPD) results for a gas-phase ion, C2H6O3P (charge -1).

Computed properties:
Charge = -1
Highest occupied orbital energy = -4.6210 eV
Gap between HOMO and LUMO = 8.88 eV

Element x y z (Å)
C (-1.380, -0.631, 0.079)
C (-0.294, 0.296, -0.446)
O (-0.476, 1.634, -0.080)
P (1.366, -0.239, 0.200)
O (2.159, 1.063, 0.331)
O (1.957, -1.289, -0.604)
H (-1.507, -0.260, 1.097)
H (-2.131, -0.389, -0.728)
H (-0.926, -1.692, 0.181)
H (-0.255, 0.184, -1.593)
H (0.564, 1.946, -0.116)
H (0.922, -0.625, 1.679)

Atom charges from the Mulliken analysis, given in e for atoms 1 to 5:
1 C -1.13
2 C 0.21
3 O -0.58
4 P 0.55
5 O -0.82

***

Most stable structure, least stable structure: *B*, *A*.

***

*A*
DFT (ωB97M-V/def2-TZVPD) results for 2 unconnected molecules or ions with the total composition C5H11NO3S.

Computed properties:
Charge = 0
Highest occupied orbital energy = -9.6407 eV
Gap between HOMO and LUMO = 8.72 eV

Element x y z (Å)
C (0.239, 0.964, 0.289)
C (1.644, 0.337, 0.740)
C (1.754, -1.038, -0.097)
C (0.321, -1.373, -0.562)
C (-0.589, -0.362, 0.181)
H (0.755, 2.486, -1.165)
H (-0.524, 1.124, -1.846)
H (-0.281, 1.450, 1.122)
H (1.824, 0.175, 1.865)
H (2.615, 1.009, 0.408)
H (2.488, -1.649, 0.749)
H (2.369, -0.916, -0.983)
H (0.296, -1.341, -1.628)
H (0.008, -2.395, -0.488)
H (-0.705, -1.081, 1.049)
H (-2.445, 1.616, 1.350)
N (0.442, 1.391, -1.086)
O (-2.501, 0.148, 1.522)
O (-2.730, 1.176, -0.773)
O (-2.733, -1.498, -0.527)
S (-2.247, -0.225, -0.122)

Atom charges from the Mulliken analysis, given in e for atoms 1 to 5:
1 C 0.53
2 C -0.88
3 C -0.38
4 C -0.99
5 C -0.48

***

*B*
DFT (ωB97M-V/def2-TZVPD) results for 2 unconnected molecules or ions with the total composition C5H11NO3S.

Computed properties:
Charge = 0
Highest occupied orbital energy (alpha / beta) = -9.0442 / -9.0448 eV
Gap between HOMO and LUMO (alpha / beta) = 7.79 / 7.79 eV

Element x y z (Å)
O (2.938, -1.413, 1.806)
C (2.687, -1.158, 0.730)
S (3.279, 0.520, -0.277)
O (4.700, 0.577, 0.053)
O (2.947, 0.313, -1.706)
C (0.606, 2.121, 1.113)
C (-0.278, 0.946, 0.733)
N (0.466, -0.073, 0.065)
C (-0.264, -1.352, -0.164)
C (0.407, -2.110, -1.303)
H (0.966, 2.440, 0.109)
H (0.119, 2.892, 1.549)
H (1.281, 1.803, 1.891)
H (-0.725, 0.443, 1.622)
H (-1.171, 1.190, 0.159)
H (1.087, 0.318, -0.612)
H (-1.316, -1.152, -0.397)
H (-0.346, -1.987, 0.773)
H (0.646, -1.326, -2.072)
H (1.326, -2.698, -0.918)
H (-0.120, -2.833, -1.720)

Atom charges from the Mulliken analysis, given in e for atoms 1 to 5:
1 O -0.23
2 C 0.39
3 S 0.72
4 O -0.51
5 O -0.50

***

Most stable structure, least stable structure: *B*, *A*.

***

*A*
DFT (ωB97M-V/def2-TZVPD) results for a single C6H7NO3 molecule.

Computed properties:
Charge = 0
Highest occupied orbital energy = -10.0738 eV
Gap between HOMO and LUMO = 9.40 eV

Element x y z (Å)
H (2.824, -0.289, 1.590)
N (2.296, -0.540, 0.631)
C (1.299, -1.156, 1.079)
O (1.344, -1.168, 2.545)
C (0.069, -1.587, 0.292)
O (0.085, -2.604, -0.344)
C (-1.176, -0.663, 0.261)
O (-1.010, 0.541, 0.152)
C (-2.482, -1.316, 0.320)
C (-3.593, -0.604, 1.081)
C (-3.639, -0.622, -0.394)
H (0.433, -1.365, 2.846)
H (-2.473, -2.404, 0.328)
H (-4.268, -1.253, 1.639)
H (-3.312, 0.327, 1.574)
H (-3.387, 0.294, -0.929)
H (-4.343, -1.287, -0.895)

Atom charges from the Mulliken analysis, given in e for atoms 1 to 5:
1 H 0.32
2 N -0.60
3 C 0.35
4 O -0.54
5 C 0.32

***

*B*
DFT (ωB97M-V/def2-TZVPD) results for a molecular structure, C6H7NO3.

Computed properties:
Charge = 0
Highest occupied orbital energy = -9.5366 eV
Gap between HOMO and LUMO = 9.89 eV

Element x y z (Å)
O (1.854, 3.119, 0.990)
C (1.214, 2.128, 0.267)
C (2.056, 0.861, 0.021)
O (3.244, 0.720, 0.110)
N (0.764, -0.027, 0.882)
C (0.578, 0.591, 2.202)
C (0.123, 1.334, 1.010)
C (-1.267, 1.522, 0.683)
C (-2.416, 1.606, 0.312)
H (1.698, 3.976, 0.582)
H (0.816, 2.452, -0.707)
H (-0.192, 0.132, 2.822)
H (1.474, 0.925, 2.729)
H (-3.370, 1.700, -0.177)
H (0.515, -0.779, -0.563)
O (1.279, -0.420, -1.552)
H (0.619, 0.177, -1.960)

Atom charges from the Mulliken analysis, given in e for atoms 1 to 5:
1 O -0.49
2 C 0.04
3 C 0.52
4 O -0.50
5 N -0.70

***

*C*
DFT (ωB97M-V/def2-TZVPD) results for a molecular structure, C6H7NO3.

Computed properties:
Charge = 0
Highest occupied orbital energy = -9.4381 eV
Gap between HOMO and LUMO = 10.01 eV

Element x y z (Å)
O (-0.801, -1.299, 2.158)
C (-0.947, -1.051, 0.990)
O (-1.577, 0.028, 0.517)
C (-0.752, 0.973, -0.204)
C (0.190, 1.721, 0.717)
C (1.446, 1.284, 0.570)
C (1.526, 0.227, -0.487)
C (0.186, 0.160, -1.098)
N (0.664, -0.967, -0.293)
H (-1.441, 1.613, -0.766)
H (-0.169, 2.382, 1.505)
H (2.315, 1.655, 1.114)
H (2.436, 0.078, -1.067)
H (-0.008, 0.015, -2.160)
H (0.071, -2.117, -0.770)
O (-1.263, -2.521, -0.031)
H (-1.876, -2.182, -0.693)

Atom charges from the Mulliken analysis, given in e for atoms 1 to 5:
1 O -0.54
2 C 0.80
3 O -0.37
4 C 0.00
5 C -0.66

***

Most stable structure, least stable structure: *A*, *B*.

***

*A*
DFT (ωB97M-V/def2-TZVPD) results for a single CH4NO3P molecule.

Computed properties:
Charge = 0
Highest occupied orbital energy (alpha / beta) = -9.5684 / -9.5674 eV
Gap between HOMO and LUMO (alpha / beta) = 8.92 / 8.92 eV

Element x y z (Å)
O (-1.269, 1.122, -1.302)
N (-0.799, 0.056, -0.861)
C (-0.590, -0.083, 0.508)
P (1.311, -0.375, 0.652)
O (1.616, 1.555, 0.123)
O (1.629, -1.100, -0.680)
H (-0.736, 0.789, 1.091)
H (-0.806, -1.044, 0.849)
H (0.991, 2.216, 0.598)
H (1.083, -0.959, -1.524)

Atom charges from the Mulliken analysis, given in e for atoms 1 to 5:
1 O -0.35
2 N -0.02
3 C -0.60
4 P 0.44
5 O -0.64

***

*B*
DFT (ωB97M-V/def2-TZVPD) results for a single CH4NO3P molecule.

Computed properties:
Charge = 0
Highest occupied orbital energy = -9.3512 eV
Gap between HOMO and LUMO = 10.11 eV

Element x y z (Å)
H (1.948, -0.159, 1.407)
N (0.999, -0.033, 1.051)
C (0.870, 0.831, 0.125)
O (-0.234, 1.260, -0.274)
P (-1.557, -0.030, 0.549)
O (-1.302, -1.256, -0.527)
O (-2.797, 0.877, 0.032)
H (1.794, 1.429, -0.309)
H (-0.427, -1.482, -0.260)
H (-3.038, 0.865, -0.843)

Atom charges from the Mulliken analysis, given in e for atoms 1 to 5:
1 H 0.20
2 N -0.72
3 C 0.40
4 O -0.45
5 P 0.46

***

Most stable structure, least stable structure: *B*, *A*.

***

*A*
DFT (ωB97M-V/def2-TZVPD) results for 2 unconnected molecules or ions with the total composition C4H13N2O2.

Computed properties:
Charge = +1
Highest occupied orbital energy = -13.8800 eV
Gap between HOMO and LUMO = 10.68 eV

Element x y z (Å)
N (-0.613, -2.049, 0.201)
C (0.014, -0.732, -0.135)
C (-1.050, 0.339, -0.240)
C (1.005, -0.495, 1.014)
N (1.861, 0.516, 0.912)
C (2.025, 1.406, -0.239)
O (0.960, -1.267, 1.962)
H (0.117, -2.738, 0.424)
H (-1.111, -1.941, 1.088)
H (-1.237, -2.344, -0.546)
H (0.582, -0.888, -1.054)
H (-1.466, 0.605, -1.216)
H (-1.946, 0.014, 0.280)
H (-0.853, 1.293, 0.253)
H (2.612, 0.515, 1.582)
H (1.534, 1.000, -1.110)
H (3.072, 1.437, -0.506)
H (1.652, 2.400, -0.022)
H (-2.732, 1.843, -3.368)
H (-3.890, 1.726, -2.369)
O (-2.942, 1.586, -2.464)

Atom charges from the Mulliken analysis, given in e for atoms 1 to 5:
1 N -0.34
2 C 0.00
3 C -1.38
4 C 0.53
5 N -0.15

***

*B*
DFT (ωB97M-V/def2-TZVPD) results for 2 unconnected molecules or ions with the total composition C4H13N2O2.

Computed properties:
Charge = +1
Highest occupied orbital energy = -14.1964 eV
Gap between HOMO and LUMO = 11.27 eV

Element x y z (Å)
O (1.667, -1.680, -0.176)
C (0.694, -1.663, -0.901)
N (-0.056, -2.739, -1.192)
C (0.210, -0.307, -1.406)
N (-0.417, 0.417, -0.269)
C (0.638, 1.213, 0.644)
C (0.483, 2.679, 0.360)
H (-0.829, -2.709, -1.832)
H (0.220, -3.641, -0.829)
H (1.095, 0.234, -1.703)
H (-0.448, -0.286, -2.275)
H (-0.815, -0.239, 0.412)
H (-1.088, 1.117, -0.567)
H (1.551, 0.800, 0.250)
H (0.459, 0.870, 1.645)
H (0.860, 2.972, -0.617)
H (1.026, 3.264, 1.099)
H (-0.567, 2.970, 0.411)
H (-0.908, -1.567, 2.346)
H (-2.290, -0.853, 2.572)
O (-1.486, -0.852, 2.026)

Atom charges from the Mulliken analysis, given in e for atoms 1 to 5:
1 O -0.56
2 C 0.56
3 N -0.36
4 C -0.73
5 N -0.07

***

Most stable structure, least stable structure: *B*, *A*.

***

*A*
DFT (ωB97M-V/def2-TZVPD) results for 2 unconnected molecules or ions with the total composition C4H13N2O2.

Computed properties:
Charge = +1
Highest occupied orbital energy (alpha / beta) = -11.6115 / -11.6058 eV
Gap between HOMO and LUMO (alpha / beta) = 8.16 / 8.39 eV

Element x y z (Å)
C (-1.600, -0.677, 1.432)
C (0.884, 0.326, -2.137)
C (-0.706, -0.613, 0.153)
C (0.708, 0.016, 0.332)
N (1.644, -0.668, 1.080)
N (0.608, 1.462, 0.564)
O (0.424, 1.594, -1.968)
O (-1.525, 0.016, -0.838)
H (-1.126, -1.243, 2.213)
H (-2.552, -1.086, 1.112)
H (-1.694, 0.358, 1.702)
H (0.160, -0.432, -2.374)
H (1.774, 0.211, -2.602)
H (-0.385, -1.695, -0.071)
H (1.543, -1.723, 1.020)
H (2.559, -0.423, 1.114)
H (1.512, 1.841, 0.576)
H (0.024, 1.839, 1.341)
H (0.317, 1.941, -0.459)
H (-0.566, 1.370, -1.869)
H (-2.424, -0.227, -0.536)

Atom charges from the Mulliken analysis, given in e for atoms 1 to 5:
1 C -1.48
2 C -0.42
3 C 0.13
4 C -0.03
5 N -0.46

***

*B*
DFT (ωB97M-V/def2-TZVPD) results for 2 unconnected molecules or ions with the total composition C4H13N2O2.

Computed properties:
Charge = +1
Highest occupied orbital energy = -13.1998 eV
Gap between HOMO and LUMO = 9.85 eV

Element x y z (Å)
N (-0.718, -0.775, 0.136)
C (0.763, -1.032, -0.008)
C (1.582, 0.094, 0.652)
N (1.606, 1.359, 0.023)
C (0.687, 2.424, 0.359)
C (-0.527, 2.474, -0.521)
O (-1.226, 1.523, -0.768)
H (-1.327, -1.375, -0.427)
H (-0.954, 0.181, -0.223)
H (-0.972, -0.704, 1.111)
H (0.953, -1.902, 0.624)
H (0.983, -1.311, -1.036)
H (2.489, -0.367, 1.035)
H (1.045, 0.144, 1.644)
H (2.543, 1.654, -0.173)
H (0.403, 2.398, 1.429)
H (1.246, 3.360, 0.355)
H (-0.609, 3.436, -1.060)
H (-3.012, -3.727, -0.349)
H (-2.645, -4.155, -1.778)
O (-2.309, -3.699, -1.026)

Atom charges from the Mulliken analysis, given in e for atoms 1 to 5:
1 N -0.16
2 C -0.55
3 C -0.80
4 N -0.22
5 C -0.61

***

Most stable structure, least stable structure: *B*, *A*.